Computed, not measured: a structure of composition C38H37BrN7O6PrS at a distorted geometry, with the ωB97M-V functional and the def2-TZVPD basis.

Structure (XYZ):
```
91
Properties=species:S:1:pos:R:3:forces:R:3
Pr 1.51742 0.21246 -0.01008 1.04 -0.46 -0.61
O -3.84562 1.79173 0.46403 -0.03 -0.17 0.15
C -3.23599 2.91036 -0.05034 0.21 0.35 -0.23
C -4.00835 4.05430 -0.19264 0.00 -0.27 0.11
C -3.45021 5.21254 -0.69888 -0.01 -0.03 -0.03
C -2.11477 5.23596 -1.06311 0.16 0.11 -0.01
C -1.33152 4.11086 -0.87763 0.02 -0.13 0.00
C -1.87862 2.94305 -0.37240 0.05 -0.25 0.04
C -0.99582 1.71878 -0.16489 -2.20 -0.35 0.59
O 0.26338 1.84275 -0.55159 0.06 1.02 -0.29
N -1.06824 1.42964 1.31932 -0.65 0.81 -0.10
N -0.18148 0.60815 1.85532 -0.14 -0.38 0.70
C -0.37866 0.11651 3.03242 -0.51 0.63 -0.57
C 0.58423 -0.67738 3.72718 0.90 -0.64 0.52
Br 2.39329 -0.56980 3.03369 -0.30 -0.02 0.88
C 0.38819 -1.39353 4.85040 0.46 0.36 -0.72
C -0.88793 -1.63555 5.50273 -0.44 -0.14 0.25
C -0.90534 -1.80206 6.89223 0.03 0.08 -0.20
C -2.08852 -2.05000 7.55879 -0.08 0.03 0.10
C -3.28185 -2.13060 6.85610 0.01 -0.03 -0.05
C -3.27161 -2.00736 5.47543 -0.14 0.03 0.04
C -2.08826 -1.77285 4.80114 0.16 -0.03 0.03
H -3.50904 0.99042 0.04341 -0.04 0.07 -0.07
H -5.04360 3.99896 0.09663 -0.23 0.04 -0.01
H -4.06594 6.08994 -0.82356 -0.06 0.08 -0.01
H -1.67672 6.12747 -1.48589 0.01 0.11 0.00
H -0.27721 4.10669 -1.11764 0.02 0.02 -0.07
H -1.52038 0.84195 -0.66907 0.43 0.53 0.19
H -1.97206 1.54363 1.78348 0.24 -0.11 -0.19
H -1.30011 0.34186 3.57736 0.12 -0.01 -0.13
H 1.25011 -1.83212 5.33491 0.11 0.01 -0.04
H 0.01837 -1.71495 7.44622 0.10 -0.05 0.04
H -2.08212 -2.18413 8.63074 0.00 0.03 0.07
H -4.21189 -2.30819 7.37744 -0.02 -0.04 0.02
H -4.18906 -2.10494 4.91541 -0.10 -0.03 -0.04
H -2.08780 -1.74559 3.72138 0.00 -0.01 -0.07
N 4.10737 0.00985 -0.61884 0.40 -0.06 0.02
C 4.82107 1.23696 -0.38741 0.53 0.09 -0.22
C 6.00724 1.54095 -1.02070 -0.70 -0.35 0.20
C 6.68457 2.73232 -0.73596 0.00 0.46 0.30
C 6.20512 3.60033 0.21131 0.24 -0.16 -0.34
C 4.98929 3.33579 0.87148 -0.19 -0.38 -0.01
C 4.44136 4.17680 1.86303 -0.54 -0.31 0.01
C 3.21840 3.85975 2.40798 0.64 0.43 -0.06
C 2.54245 2.72854 1.95527 -0.02 -0.67 -0.47
N 3.03625 1.88855 1.05418 0.56 1.09 0.81
C 4.26439 2.15967 0.53676 0.13 0.22 -0.05
H 4.45713 -0.43874 -1.46665 -0.15 0.00 0.31
H 4.27315 -0.63429 0.16588 0.00 0.11 -0.38
H 6.42537 0.85196 -1.74215 0.01 -0.09 -0.01
H 7.60578 2.94715 -1.25657 0.06 0.04 0.00
H 6.74491 4.50437 0.44454 0.07 0.12 0.06
H 4.98077 5.05824 2.17383 0.06 0.11 0.03
H 2.77379 4.47639 3.17171 -0.08 0.07 0.05
H 1.55910 2.48703 2.34750 0.04 0.03 -0.05
O -4.61350 -4.47105 -5.47400 -0.27 -0.20 0.17
S -5.39751 -3.36593 -4.94028 0.53 0.46 -0.37
O -5.32263 -3.18986 -3.50223 -0.10 -0.09 0.01
O -6.69771 -3.16183 -5.53033 -0.08 -0.06 0.02
C -4.31948 -2.02319 -5.59488 -0.74 -0.98 0.36
N -4.53013 -1.49759 -6.78613 -0.30 0.11 -0.73
C -3.59387 -0.69607 -7.26035 0.05 0.14 0.23
C -2.46798 -0.34605 -6.52425 0.16 -0.15 0.35
C -2.34114 -0.95756 -5.27655 -0.75 -0.18 -0.78
N -3.26465 -1.81720 -4.84695 1.05 0.69 0.53
C -1.23490 -0.73974 -4.33607 0.55 0.06 0.61
C -0.01391 -0.14453 -4.65421 -0.21 -0.08 0.19
C 0.93472 0.02618 -3.65944 0.10 0.10 -0.03
N 0.76538 -0.35833 -2.39161 -0.33 -0.29 -0.39
C -0.40011 -0.96560 -2.09788 0.10 0.06 -0.12
C -1.40640 -1.17249 -3.01696 0.16 0.03 0.04
H -3.75809 -0.30961 -8.25839 0.03 0.13 -0.05
H -1.75334 0.36880 -6.89827 0.12 0.04 -0.08
H 0.20386 0.17559 -5.66120 0.04 0.06 -0.06
H 1.87861 0.50661 -3.89098 0.01 0.00 -0.01
H -0.49981 -1.31830 -1.06782 -0.11 0.02 -0.25
H -2.31668 -1.68930 -2.74986 -0.10 0.00 0.01
C 0.47815 -3.90353 1.24683 0.30 0.38 -0.25
C 1.45946 -3.12217 0.35281 0.09 -1.34 0.01
C 2.91233 -3.47132 0.75109 -0.52 0.28 0.01
C 1.27200 -3.55458 -1.12130 0.06 0.33 0.50
O 1.22729 -1.76417 0.51644 -0.10 -0.94 -0.35
H 0.58199 -4.97487 1.11002 -0.01 -0.20 0.01
H -0.53905 -3.60900 0.99810 -0.13 -0.03 -0.05
H 0.65689 -3.65389 2.29094 0.03 0.00 0.15
H 3.11446 -4.52641 0.58878 0.06 -0.11 -0.01
H 3.08863 -3.23440 1.79726 0.04 0.02 0.12
H 3.59992 -2.88732 0.13679 0.14 0.00 -0.10
H 1.60271 -4.58102 -1.25789 0.01 -0.10 -0.05
H 1.86321 -2.89970 -1.76913 -0.04 -0.09 -0.03
H 0.22750 -3.49111 -1.41532 -0.07 -0.01 -0.09
```
Forces are in eV/Å.

Output
Highest occupied orbital energy (spin up / spin down) = -7.00 / -7.00 eV
Maximum force = 0.0449 Eh/bohr
E_LUMO (spin up / spin down) = -1.673 / -1.673 eV
2S+1 = 3
HOMO-LUMO gap (spin up / spin down) = 5.322 / 5.322 eV
Expectation value of S² = 2.00
Relative energy (zero: lowest compared OMol25 entry of this formula, charge and spin) = 4.7 kcal per mole